C40H42Br2N5O3PTa as an isolated structure, computed with wB97M-V/def2-TZVPD.

XYZ file:
```
94
Properties=species:S:1:pos:R:3
Ta -0.09 -0.52 -0.43
Br 3.47 5.66 -1.19
C 2.63 4.00 -1.30
C 3.34 2.82 -1.11
C 2.65 1.63 -1.14
N 1.33 1.53 -1.32
C 0.65 2.67 -1.53
C 1.26 3.91 -1.53
C -0.82 2.58 -1.62
C -1.56 3.55 -2.27
C -2.95 3.56 -2.11
Br -4.00 4.82 -3.00
C -3.52 2.62 -1.25
C -2.71 1.65 -0.71
N -1.39 1.59 -0.93
H 4.40 2.85 -0.93
H 3.18 0.69 -1.02
H 0.68 4.81 -1.66
H -1.09 4.29 -2.90
H -4.57 2.65 -1.03
H -3.12 0.90 -0.05
O -1.38 0.17 1.26
C -0.31 0.29 1.92
O 0.79 0.31 1.25
C -0.35 -0.13 3.33
C -0.53 0.57 4.50
C -0.73 -0.16 5.67
C -0.74 -1.55 5.65
C -0.56 -2.24 4.46
C -0.36 -1.53 3.28
P -0.29 -2.42 1.66
C 1.21 -3.44 1.77
C 1.42 -4.45 0.84
C 2.57 -5.22 0.91
C 3.52 -4.97 1.89
C 3.33 -3.94 2.80
C 2.17 -3.17 2.74
C -1.75 -3.47 1.81
C -1.69 -4.85 1.92
C -2.86 -5.57 2.15
C -4.07 -4.91 2.28
C -4.13 -3.53 2.17
C -2.98 -2.80 1.94
H -0.55 1.65 4.51
H -0.90 0.37 6.60
H -0.91 -2.10 6.56
H -0.59 -3.32 4.44
H 0.68 -4.66 0.08
H 2.72 -6.04 0.22
H 4.42 -5.57 1.95
H 4.06 -3.74 3.57
H 2.02 -2.38 3.47
H -0.75 -5.37 1.85
H -2.81 -6.64 2.25
H -4.97 -5.48 2.48
H -5.08 -3.01 2.29
H -3.01 -1.72 1.88
C 5.49 -1.93 0.48
C 4.56 -0.87 1.02
N 3.23 -1.08 0.46
C 2.97 -1.64 -0.73
N 1.67 -1.68 -1.15
C 1.37 -2.53 -2.34
C 2.46 -3.52 -2.66
C 3.75 -2.75 -2.75
N 3.98 -2.10 -1.46
C 5.38 -1.95 -1.03
H 5.20 -2.90 0.87
H 6.52 -1.73 0.77
H 4.93 0.13 0.76
H 4.49 -0.92 2.10
H 2.46 -0.69 0.98
H 1.22 -1.88 -3.21
H 0.44 -3.05 -2.13
H 2.23 -4.03 -3.59
H 2.54 -4.27 -1.87
H 3.71 -2.00 -3.55
H 4.60 -3.40 -2.96
H 5.79 -1.04 -1.47
H 5.94 -2.79 -1.44
C -2.88 -2.92 -1.67
C -2.12 -1.90 -2.51
C -1.47 -2.56 -3.72
C -3.05 -0.78 -2.99
O -1.12 -1.30 -1.63
H -3.72 -3.32 -2.24
H -3.27 -2.45 -0.77
H -2.23 -3.75 -1.39
H -2.26 -2.85 -4.41
H -0.92 -3.47 -3.46
H -0.80 -1.87 -4.24
H -3.71 -1.16 -3.76
H -2.45 0.03 -3.41
H -3.65 -0.41 -2.17
```

Values from the calculation:
Spin multiplicity = 1
Charge = +3
Kohn-Sham gap = 7.31 eV

The Löwdin scheme yields these atomic charges, measured in e: number 1, Ta, carries 1.9592; number 2, Br, carries 0.9030; number 3, C, carries -0.6448; number 4, C, carries -0.0575; number 5, C, carries -0.1013; number 6, N, carries 0.0445; number 7, C, carries -0.2038; number 8, C, carries -0.0219; number 9, C, carries -0.2025; number 10, C, carries -0.0276; number 11, C, carries -0.6451; number 12, Br, carries 0.9073; number 13, C, carries -0.0545; number 14, C, carries -0.1177; number 15, N, carries 0.0269; number 16, H, carries 0.1210; number 17, H, carries 0.0903; number 18, H, carries 0.1228; number 19, H, carries 0.1266; number 20, H, carries 0.1275; number 21, H, carries 0.1181; number 22, O, carries -0.0985; number 23, C, carries -0.5773; number 24, O, carries -0.1531; number 25, C, carries -0.1356; number 26, C, carries 0.0205; number 27, C, carries -0.0141; number 28, C, carries -0.0157; number 29, C, carries -0.0414; number 30, C, carries -0.2776; number 31, P, carries 1.1237; number 32, C, carries -0.3635; number 33, C, carries -0.1181; number 34, C, carries -0.0541; number 35, C, carries -0.0485; number 36, C, carries -0.0556; number 37, C, carries -0.0807; number 38, C, carries -0.3666; number 39, C, carries -0.0680; number 40, C, carries -0.0380; number 41, C, carries -0.0305; number 42, C, carries -0.0445; number 43, C, carries -0.1101; number 44, H, carries 0.1337; number 45, H, carries 0.1292; number 46, H, carries 0.1285; number 47, H, carries 0.1305; number 48, H, carries 0.1108; number 49, H, carries 0.1217; number 50, H, carries 0.1252; number 51, H, carries 0.1249; number 52, H, carries 0.1108; number 53, H, carries 0.1009; number 54, H, carries 0.1232; number 55, H, carries 0.1246; number 56, H, carries 0.1213; number 57, H, carries 0.1025; number 58, C, carries -0.1260; number 59, C, carries -0.1320; number 60, N, carries 0.0829; number 61, C, carries -0.3670; number 62, N, carries -0.0657; number 63, C, carries -0.2237; number 64, C, carries -0.1238; number 65, C, carries -0.1029; number 66, N, carries -0.0004; number 67, C, carries -0.0993; number 68, H, carries 0.1073; number 69, H, carries 0.1386; number 70, H, carries 0.1262; number 71, H, carries 0.1317; number 72, H, carries 0.0871; number 73, H, carries 0.1185; number 74, H, carries 0.0758; number 75, H, carries 0.1396; number 76, H, carries 0.1108; number 77, H, carries 0.1442; number 78, H, carries 0.1367; number 79, H, carries 0.1432; number 80, H, carries 0.1358; number 81, C, carries -0.0003; number 82, C, carries -0.5851; number 83, C, carries -0.0160; number 84, C, carries -0.0076; number 85, O, carries -0.3126; number 86, H, carries 0.1164; number 87, H, carries 0.0776; number 88, H, carries 0.0943; number 89, H, carries 0.1129; number 90, H, carries 0.0839; number 91, H, carries 0.0982; number 92, H, carries 0.1115; number 93, H, carries 0.0986; number 94, H, carries 0.0797

---

C40H42Cl2N3OP2Si2V as an isolated structure, computed with wB97M-V/def2-TZVPD.

XYZ file:
```
93
Properties=species:S:1:pos:R:3
V 0.80 -0.07 -0.09
C 2.99 -1.96 2.39
Si 1.32 -1.44 3.01
C 1.39 -0.06 4.24
C 0.41 -2.88 3.75
N 0.36 -0.84 1.58
P -1.03 -1.46 0.94
C -0.78 -0.78 -0.65
P -1.18 0.72 -1.46
N 0.12 1.54 -0.83
Si 0.81 3.10 -1.44
C 1.14 4.19 0.03
C 2.32 2.69 -2.43
C -0.49 3.92 -2.49
C -2.73 1.41 -0.94
C -2.76 2.33 0.10
C -3.97 2.84 0.53
C -5.15 2.43 -0.07
C -5.13 1.49 -1.10
C -3.92 0.97 -1.53
C -1.13 0.47 -3.21
C -1.93 1.21 -4.08
C -1.82 1.01 -5.45
C -0.92 0.08 -5.95
C -0.12 -0.66 -5.08
C -0.22 -0.47 -3.72
C -1.05 -3.23 0.81
C -0.10 -3.84 -0.01
C -0.05 -5.22 -0.09
C -0.95 -5.99 0.63
C -1.91 -5.39 1.44
C -1.96 -4.01 1.53
C -2.47 -0.85 1.77
C -2.33 -0.06 2.91
C -3.45 0.41 3.57
C -4.71 0.10 3.08
C -4.86 -0.67 1.93
C -3.74 -1.15 1.27
H 3.47 -2.58 3.16
H 2.90 -2.58 1.49
H 3.66 -1.13 2.18
H 0.43 0.05 4.76
H 2.14 -0.30 5.00
H 1.65 0.91 3.82
H 0.88 -3.09 4.72
H -0.64 -2.67 3.95
H 0.48 -3.78 3.15
H 1.99 3.88 0.63
H 1.37 5.19 -0.34
H 0.26 4.27 0.67
H 3.11 2.24 -1.81
H 2.08 1.99 -3.23
H 2.74 3.59 -2.88
H -1.46 3.98 -2.00
H -0.16 4.95 -2.67
H -0.61 3.45 -3.47
H -1.83 2.66 0.56
H -4.00 3.57 1.34
H -6.10 2.83 0.26
H -6.05 1.17 -1.56
H -3.90 0.25 -2.34
H -2.63 1.94 -3.70
H -2.44 1.58 -6.13
H -0.84 -0.07 -7.02
H 0.59 -1.38 -5.48
H 0.41 -1.05 -3.05
H 0.61 -3.24 -0.58
H 0.69 -5.70 -0.72
H -0.91 -7.07 0.56
H -2.61 -5.99 1.99
H -2.70 -3.54 2.17
H -1.34 0.19 3.28
H -3.35 1.01 4.46
H -5.59 0.47 3.60
H -5.85 -0.90 1.55
H -3.85 -1.76 0.38
Cl 3.80 -2.43 -3.02
C 4.26 -1.26 -1.85
C 5.63 -0.93 -1.70
C 6.03 -0.02 -0.77
Cl 7.70 0.35 -0.61
C 5.08 0.63 0.06
C 5.38 1.57 1.06
C 4.36 2.12 1.80
C 3.04 1.73 1.55
N 2.72 0.85 0.62
C 3.73 0.30 -0.12
C 3.32 -0.65 -1.07
O 2.00 -0.93 -1.15
H 6.36 -1.43 -2.33
H 6.41 1.86 1.24
H 4.57 2.84 2.58
H 2.22 2.16 2.11
```

Values from the calculation:
ΔE to the lowest compared entry with this formula, charge and spin = 0.7 kcal per mole
Spin multiplicity = 1
Charge = +2
Kohn-Sham gap (alpha / beta) = 6.55 / 6.53 eV

The Löwdin scheme yields these atomic charges, measured in e: number 1, V, carries 0.8875; number 2, C, carries -0.1404; number 3, Si, carries 0.4244; number 4, C, carries -0.1536; number 5, C, carries -0.1503; number 6, N, carries -0.2978; number 7, P, carries 0.8038; number 8, C, carries -0.3577; number 9, P, carries 0.8078; number 10, N, carries -0.2955; number 11, Si, carries 0.4198; number 12, C, carries -0.1498; number 13, C, carries -0.1359; number 14, C, carries -0.1483; number 15, C, carries -0.3083; number 16, C, carries -0.0766; number 17, C, carries -0.0489; number 18, C, carries -0.0436; number 19, C, carries -0.0499; number 20, C, carries -0.0788; number 21, C, carries -0.2943; number 22, C, carries -0.0901; number 23, C, carries -0.0431; number 24, C, carries -0.0354; number 25, C, carries -0.0436; number 26, C, carries -0.0608; number 27, C, carries -0.3111; number 28, C, carries -0.0648; number 29, C, carries -0.0445; number 30, C, carries -0.0363; number 31, C, carries -0.0438; number 32, C, carries -0.0752; number 33, C, carries -0.3079; number 34, C, carries -0.0651; number 35, C, carries -0.0473; number 36, C, carries -0.0419; number 37, C, carries -0.0514; number 38, C, carries -0.0814; number 39, H, carries 0.0548; number 40, H, carries 0.0437; number 41, H, carries 0.0240; number 42, H, carries 0.0358; number 43, H, carries 0.0543; number 44, H, carries 0.0114; number 45, H, carries 0.0560; number 46, H, carries 0.0391; number 47, H, carries 0.0391; number 48, H, carries 0.0066; number 49, H, carries 0.0527; number 50, H, carries 0.0390; number 51, H, carries 0.0214; number 52, H, carries 0.0438; number 53, H, carries 0.0534; number 54, H, carries 0.0368; number 55, H, carries 0.0542; number 56, H, carries 0.0287; number 57, H, carries 0.1000; number 58, H, carries 0.1192; number 59, H, carries 0.1206; number 60, H, carries 0.1202; number 61, H, carries 0.1191; number 62, H, carries 0.1097; number 63, H, carries 0.1204; number 64, H, carries 0.1207; number 65, H, carries 0.1175; number 66, H, carries 0.0911; number 67, H, carries 0.1022; number 68, H, carries 0.1182; number 69, H, carries 0.1206; number 70, H, carries 0.1200; number 71, H, carries 0.1112; number 72, H, carries 0.0851; number 73, H, carries 0.1183; number 74, H, carries 0.1205; number 75, H, carries 0.1209; number 76, H, carries 0.1248; number 77, Cl, carries 0.7759; number 78, C, carries -0.5654; number 79, C, carries -0.0832; number 80, C, carries -0.5852; number 81, Cl, carries 0.7765; number 82, C, carries -0.1568; number 83, C, carries 0.0303; number 84, C, carries -0.0013; number 85, C, carries -0.1213; number 86, N, carries 0.0470; number 87, C, carries -0.1966; number 88, C, carries -0.3377; number 89, O, carries -0.1997; number 90, H, carries 0.1211; number 91, H, carries 0.1124; number 92, H, carries 0.1256; number 93, H, carries 0.1132

---

Number 1: E_tot -206661.0457 eV. Number 2: E_tot -133737.4262 eV.